{"formula": "C14H14Br2N2O3S", "method": "ωB97M-V/def2-TZVPD", "largest_force_ev_per_a": 1.057, "lumo_energy_ev": -0.89, "energy_ev": -174787.90045, "species": ["C", "C", "Br", "C", "Br", "C", "C", "C", "C", "O", "O", "C", "C", "C", "N", "S", "N", "C", "H", "H", "H", "H", "H", "H", "H", "H", "C", "C", "O", "C", "H", "H", "H", "H", "H", "H"], "xyz": [[1.77705, 1.18432, -1.27634], [0.51266, 0.59255, -0.72035], [-1.03973, 1.64099, -0.94425], [0.48561, -0.57541, -0.08603], [-1.09364, -1.23207, 0.73147], [1.70037, -1.40039, 0.05200], [2.20407, -2.19060, -0.94799], [1.54758, -2.35320, -2.30058], [0.13773, -2.88229, -2.15383], [-0.82095, -2.34069, -2.59536], [0.07972, -4.03495, -1.45248], [3.39863, -2.94571, -0.71633], [4.05849, -2.90528, 0.47045], [3.55476, -2.11271, 1.52546], [4.05148, -1.95149, 2.75429], [3.06230, -0.96667, 3.52845], [1.96996, -0.67114, 2.37753], [2.36964, -1.37233, 1.31750], [2.53693, 1.19014, -0.50311], [2.14779, 0.60701, -2.11612], [1.60555, 2.18552, -1.64618], [1.45770, -1.42438, -2.84845], [2.11437, -3.05326, -2.90528], [-0.74238, -3.98563, -0.94095], [3.78170, -3.57376, -1.50289], [4.96447, -3.47220, 0.61317], [-5.58084, 3.38375, 0.51571], [-4.21721, 3.98781, 0.75305], [-3.51255, 4.33862, -0.16291], [-3.77445, 4.13016, 2.18963], [-5.77499, 3.33734, -0.55320], [-5.61963, 2.37493, 0.92941], [-6.34886, 3.99511, 0.99202], [-3.74175, 3.15056, 2.66896], [-4.46948, 4.77163, 2.73375], [-2.78212, 4.57370, 2.21978]], "atomic_forces_ev_per_a": [[-0.20, -0.10, -0.07], [-0.19, -0.02, 0.00], [0.05, 0.06, 0.01], [-0.23, 0.28, -0.31], [0.14, -0.21, 0.01], [-0.19, -0.09, 0.10], [0.26, -0.09, 0.01], [-0.32, -0.04, 0.31], [0.70, -0.12, -0.10], [-0.91, 0.47, -0.27], [0.14, 0.15, 0.61], [-0.03, 0.24, 0.56], [0.43, -0.33, -0.21], [-0.05, 0.06, 0.01], [0.29, -0.21, 0.18], [-0.28, 0.11, -0.30], [0.26, 0.08, 0.47], [-0.40, 0.08, -0.54], [0.22, 0.10, 0.08], [0.10, -0.21, -0.14], [0.00, 0.23, 0.11], [0.07, 0.23, -0.07], [0.15, -0.12, -0.06], [-0.18, -0.37, -0.26], [0.03, -0.06, -0.18], [0.10, -0.08, 0.07], [0.07, 0.04, -0.21], [0.01, -0.02, 0.01], [0.03, 0.00, -0.04], [0.17, 0.08, -0.11], [0.01, 0.00, 0.00], [-0.07, 0.04, 0.11], [-0.01, -0.09, 0.11], [-0.11, 0.02, 0.06], [-0.06, -0.11, 0.06], [0.00, 0.00, -0.02]], "mulliken_charge": [-1.165, 0.545, -0.189, -0.392, -0.076, 0.623, 0.861, -0.652, 0.408, -0.538, -0.457, -1.275, -0.853, 0.590, -0.707, 0.156, -0.526, 0.791, 0.281, 0.219, 0.445, 0.164, 0.532, 0.400, 0.385, 0.424, -1.110, 0.863, -0.542, -1.102, 0.288, 0.314, 0.343, 0.314, 0.355, 0.284]}

{"formula": "C3N2O", "method": "ωB97M-V/def2-TZVPD", "largest_force_ev_per_a": 10.363, "lumo_energy_ev": -2.75, "smiles": "N#CC(=O)C#N", "relative_energy_kj_mol": 211.8, "energy_ev": -8134.46293, "species": ["N", "C", "C", "O", "C", "N"], "xyz": [[-0.38935, 0.69044, -2.30327], [-0.40803, 0.58155, -1.03357], [0.34994, 0.21134, 0.21757], [1.64035, 0.40749, 0.08053], [-0.41973, -0.75136, 1.12973], [-1.07578, -1.19174, 1.94233]], "atomic_forces_ev_per_a": [[-0.76, -0.77, 10.31], [1.30, 0.84, -9.19], [5.06, -1.02, -2.66], [-7.14, -1.08, 2.14], [2.70, 3.17, -1.81], [-1.15, -1.14, 1.23]], "mulliken_charge": [-0.323, 0.267, 0.529, -0.373, 0.132, -0.233]}

{"formula": "C31H49NO21", "method": "ωB97M-V/def2-TZVPD", "largest_force_ev_per_a": 8.627, "lumo_energy_ev": 0.17, "smiles": "C[C@H]1COC(=O)O1.C[C@H]1COC(=O)O1.C[C@H]1COC(=O)O1.C[C@H]1COC(=O)O1.C[C@H]1COC(=O)O1.C[C@H]1COC(=O)O1.COC(=O)OC.CCCC#N", "relative_energy_kj_mol": 163.8, "energy_ev": -77425.10660, "species": ["C", "C", "C", "O", "C", "O", "O", "H", "H", "H", "H", "H", "H", "C", "C", "C", "O", "C", "O", "O", "H", "H", "H", "H", "H", "H", "C", "C", "C", "O", "C", "O", "O", "H", "H", "H", "H", "H", "H", "C", "C", "C", "O", "C", "O", "O", "H", "H", "H", "H", "H", "H", "C", "C", "C", "O", "C", "O", "O", "H", "H", "H", "H", "H", "H", "C", "C", "C", "O", "C", "O", "O", "H", "H", "H", "H", "H", "H", "C", "O", "C", "O", "O", "C", "H", "H", "H", "H", "H", "H", "C", "C", "C", "C", "N", "H", "H", "H", "H", "H", "H", "H"], "xyz": [[-0.25820, 2.05484, -6.41627], [-0.42191, 1.85911, -4.91959], [0.81308, 1.50656, -4.15799], [1.24159, 2.70922, -3.60497], [0.29176, 3.61066, -3.75661], [0.40095, 4.76567, -3.36599], [-0.73883, 3.08787, -4.38757], [0.57865, 2.73611, -6.56740], [-1.12576, 2.47221, -6.78065], [-0.13367, 1.13591, -7.07659], [-1.23252, 1.12300, -4.71459], [1.55865, 1.03383, -4.76321], [0.59910, 0.76220, -3.42643], [-0.88108, -3.85445, 0.45335], [-0.46606, -5.32307, 0.63960], [0.82485, -5.65747, -0.23935], [1.54381, -6.46559, 0.69064], [1.03728, -6.23637, 1.89353], [1.60058, -6.80451, 2.83363], [-0.02566, -5.54421, 1.93947], [0.00452, -3.27496, 0.44578], [-1.47464, -3.49972, 1.21394], [-1.24997, -3.59799, -0.49619], [-1.24861, -6.02107, 0.39597], [1.37332, -4.72065, -0.52312], [0.63950, -6.20529, -1.22707], [-3.77239, 4.27598, -0.28955], [-2.63429, 4.52279, -1.19886], [-3.12098, 5.25121, -2.52041], [-2.23153, 6.29407, -2.70637], [-1.56582, 6.42426, -1.66742], [-0.73575, 7.28716, -1.47558], [-1.76193, 5.52198, -0.70754], [-4.72153, 3.94555, -0.78498], [-4.19194, 5.18665, 0.11757], [-3.57590, 3.73845, 0.63073], [-2.04912, 3.65706, -1.49846], [-4.17852, 5.60494, -2.41124], [-3.21414, 4.53680, -3.33485], [3.15206, -0.87881, 0.18810], [2.20658, -0.43677, -0.99490], [2.77343, -0.78935, -2.32986], [1.91278, -1.70592, -2.90174], [0.93119, -1.87636, -2.21786], [0.04522, -2.68784, -2.44973], [0.98700, -1.15334, -1.05355], [4.08303, -0.28735, 0.04080], [3.43294, -1.89637, 0.25659], [2.60625, -0.62637, 1.13082], [1.90613, 0.58457, -0.97504], [3.73818, -1.26169, -2.20721], [2.83783, 0.09385, -2.94607], [2.23765, -2.76937, 5.42406], [2.37413, -3.80083, 4.25766], [1.74687, -3.14546, 3.09513], [2.55134, -3.68686, 2.10414], [3.75605, -3.98712, 2.61422], [4.79609, -4.26360, 2.04694], [3.62373, -4.14467, 3.88149], [2.78983, -1.83247, 5.31009], [2.62850, -3.12117, 6.40696], [1.16545, -2.58689, 5.57220], [1.74242, -4.63612, 4.47543], [1.68445, -2.13007, 3.03895], [0.71363, -3.48320, 2.97152], [-0.96898, 0.93074, 2.96556], [-0.63107, 0.08785, 1.61924], [-1.93939, -0.34204, 0.90404], [-1.90618, 0.78364, -0.08645], [-0.73273, 1.35911, -0.20168], [-0.42297, 2.10257, -1.11897], [0.04369, 0.99232, 0.77056], [-0.10505, 1.42633, 3.28257], [-1.29765, 0.42382, 3.80658], [-1.62943, 1.72826, 2.69282], [0.02274, -0.80188, 1.80562], [-2.80146, -0.40355, 1.54278], [-1.83355, -1.23419, 0.30952], [2.23336, 2.98311, 2.76256], [2.51267, 2.84207, 4.13594], [3.04299, 1.69748, 4.59784], [3.14862, 0.62122, 3.72446], [3.53373, 1.69675, 5.88970], [4.38165, 0.68604, 6.40598], [3.09876, 3.51979, 2.23005], [1.35449, 3.60319, 2.77164], [1.96251, 2.17291, 2.14234], [4.13409, -0.24947, 5.96656], [4.11398, 0.62047, 7.50623], [5.44754, 0.88554, 6.29049], [-4.69192, 1.51639, -3.40028], [-4.62135, 0.34117, -2.36112], [-3.85325, -0.85253, -2.92479], [-4.11725, -1.98979, -2.07015], [-4.33730, -2.97344, -1.44805], [-4.57649, 2.46183, -2.99419], [-5.71389, 1.60066, -3.88252], [-3.94589, 1.37875, -4.18853], [-5.65917, 0.06959, -2.18349], [-4.21585, 0.82276, -1.51568], [-2.77128, -0.67962, -2.81465], [-4.17841, -1.21698, -3.90703]], "atomic_forces_ev_per_a": [[1.81, -1.86, -0.26], [-0.81, -2.18, -1.43], [0.26, -1.34, -0.33], [1.41, -0.39, 0.31], [0.79, 3.90, 1.66], [-0.68, -2.52, -0.87], [-2.02, 1.60, 0.29], [0.02, 0.01, -0.28], [-1.95, 1.32, -0.77], [0.22, 0.80, 1.30], [0.38, 0.61, -0.03], [0.74, 0.21, -0.67], [-0.33, -0.24, 1.22], [1.70, -1.65, -0.44], [0.16, 1.64, -3.30], [-1.02, 0.35, -0.97], [-0.21, 0.82, -1.65], [4.88, -4.69, 3.16], [-1.54, 1.81, -0.88], [-1.82, 1.38, 0.86], [1.29, 0.67, 0.43], [-1.73, 0.57, 1.74], [-1.07, -0.29, -1.32], [-0.47, -0.25, 0.09], [-0.23, -0.79, 0.58], [0.03, 0.50, 1.66], [-2.11, 0.08, 0.79], [-0.47, 0.91, -2.13], [-2.63, -2.07, 0.74], [-2.70, -0.67, -4.10], [5.82, 3.21, 4.48], [-0.83, -0.22, -0.43], [-0.46, -0.97, 0.64], [1.11, -0.66, 0.09], [0.47, 0.94, -0.07], [0.24, -0.75, -0.21], [-0.03, -0.22, 0.37], [0.86, 0.28, 0.20], [0.78, 0.22, -0.43], [-1.50, 2.53, -0.24], [0.82, -1.31, 1.12], [2.37, 1.28, -0.12], [4.73, 0.42, -4.83], [-6.76, -3.09, 4.38], [0.60, 1.40, 0.35], [-1.38, -0.80, 0.19], [-0.61, -0.18, 0.56], [-0.03, -1.27, -0.51], [0.88, 0.10, -0.50], [0.28, 0.98, 0.52], [0.34, 0.00, -0.32], [0.27, 0.08, -0.47], [0.90, -1.02, 1.26], [-3.02, 2.68, 3.75], [-1.51, -2.62, -0.60], [0.61, 0.43, -3.45], [2.60, -1.95, -2.46], [-2.05, 1.11, -0.05], [1.83, -0.19, 2.69], [-0.31, -0.04, -0.79], [-0.38, -0.31, -0.66], [0.24, 0.15, -0.13], [0.23, -1.07, 0.43], [0.64, 3.13, 0.12], [0.16, -0.23, -0.13], [0.78, -0.56, -3.24], [-0.70, -0.74, 3.49], [2.71, 1.84, -1.34], [-3.00, -1.06, -0.08], [-0.01, 1.10, -2.34], [-0.30, -0.97, 1.29], [1.53, -0.47, 0.90], [1.71, 0.62, 0.31], [-1.03, -1.49, 1.25], [-0.80, 0.29, -0.20], [-0.38, 0.94, -0.05], [-0.46, 0.62, -0.03], [0.01, -0.38, -0.10], [0.88, 2.25, -1.43], [1.19, -1.82, 2.75], [1.77, -5.76, -4.49], [-0.51, 5.67, 5.45], [-1.79, 2.04, -2.91], [-0.55, -0.54, 1.56], [-1.21, -0.68, 1.01], [-0.13, 0.69, -0.21], [0.11, -1.68, 0.18], [-0.03, -0.79, -0.50], [0.47, 0.21, -1.30], [-0.22, 0.36, -0.20], [-1.45, -2.01, -1.50], [-1.29, 1.46, -2.57], [0.21, -0.06, 1.23], [-0.69, -4.37, 2.48], [0.75, 3.45, -1.91], [0.62, 1.76, 1.16], [1.14, -0.49, 0.26], [-0.11, 0.14, 0.00], [0.08, -0.25, 0.40], [0.78, -0.39, 1.38], [-0.21, 0.04, -0.72], [0.31, 0.75, -0.11]], "mulliken_charge": [-1.715, 0.574, 0.157, -0.341, 0.661, -0.614, -0.263, 0.391, 0.483, 0.348, -0.004, 0.635, -0.403, -1.500, 0.073, -0.006, -0.336, 0.750, -0.656, -0.334, -0.054, 0.582, 0.748, 0.487, -0.066, 0.359, -1.681, 1.948, -0.304, -0.267, 0.421, -0.643, -0.408, 0.277, 0.499, 0.244, -0.646, 0.340, 0.242, -1.663, 0.722, -0.698, -0.324, 0.344, -0.663, 0.646, 0.473, 0.511, 0.002, 0.120, 0.419, 0.322, -1.517, 0.990, -0.785, -0.333, 0.556, -0.647, -0.359, 0.095, 0.435, 0.418, 0.277, 0.398, 0.262, -1.428, 1.956, -0.303, -0.232, 0.105, -0.719, 0.061, 0.176, 0.488, 0.341, -1.060, 0.381, 0.036, -0.393, -0.307, 0.712, -0.528, -0.305, -0.377, 0.359, 0.338, -0.007, 0.114, 0.245, 0.277, -0.927, -0.117, 0.449, -0.116, -0.566, 0.051, 0.376, 0.225, 0.429, 0.042, -0.223, 0.466]}

| no. | Kohn-Sham gap (eV) | HOMO level (Eh) |
| --- | --- | --- |
| 1 | 8.097 | -0.330 |
| 2 | 9.595 | -0.454 |
| 3 | 10.047 | -0.363 |